No. 1
Here is one molecule with the formula C4H7NO2 at a distorted geometry from OMol25. Energies are from wB97M-V/def2-TZVPD.

Atoms and positions in Å:
1 O -2.00 -0.33 -1.51
2 O -0.06 0.11 2.61
3 N 0.60 -0.68 0.57
4 C -1.50 -0.24 -0.42
5 C 0.57 0.85 -1.42
6 C 0.37 -0.79 1.92
7 C -0.16 0.39 -0.17
8 H 0.22 1.85 -1.66
9 H -2.06 -0.62 0.45
10 H -0.05 1.19 0.56
11 H 0.59 -1.76 2.38
12 H 1.45 -1.01 0.17
13 H 1.64 0.91 -1.25
14 H 0.39 0.13 -2.23

* orbital gap: 10.7 eV
* E_LUMO: 0.782 eV
* HOMO energy: -9.9 eV
* E_tot: -361.82803 hartree

And the natural (NBO) charges, in e, turn out to be: number 1, O, carries -0.506; number 2, O, carries -0.582; number 3, N, carries -0.647; number 4, C, carries 0.438; number 5, C, carries -0.616; number 6, C, carries 0.524; number 7, C, carries -0.179; number 8, H, carries 0.230; number 9, H, carries 0.125; number 10, H, carries 0.246; number 11, H, carries 0.123; number 12, H, carries 0.405; number 13, H, carries 0.212; number 14, H, carries 0.227


No. 2
Here is one molecule with the formula C4H7NO2 at a distorted geometry from OMol25. Energies are from wB97M-V/def2-TZVPD.

Atoms and positions in Å:
1 O -1.39 0.41 0.89
2 O 1.50 0.88 0.72
3 N -0.75 0.46 -1.34
4 C 0.48 -0.25 -1.19
5 C 0.93 -0.32 0.26
6 C -0.32 -0.68 1.07
7 C -1.48 0.80 -0.38
8 H -2.29 1.49 -0.57
9 H -0.15 -0.61 2.14
10 H 0.35 -1.25 -1.62
11 H 0.85 1.58 0.61
12 H 1.71 -1.08 0.40
13 H 1.24 0.25 -1.80
14 H -0.69 -1.68 0.81

* orbital gap: 10.3 eV
* E_LUMO: 0.828 eV
* HOMO energy: -9.5 eV
* E_tot: -361.81930 hartree

And the natural (NBO) charges, in e, turn out to be: number 1, O, carries -0.509; number 2, O, carries -0.703; number 3, N, carries -0.508; number 4, C, carries -0.272; number 5, C, carries 0.037; number 6, C, carries -0.101; number 7, C, carries 0.389; number 8, H, carries 0.172; number 9, H, carries 0.212; number 10, H, carries 0.206; number 11, H, carries 0.468; number 12, H, carries 0.197; number 13, H, carries 0.218; number 14, H, carries 0.195


No. 3
Here is C4H7NO2 as an isolated structure from OMol25. Energies are from wB97M-V/def2-TZVPD.

Atoms and positions in Å:
1 O 0.28 1.37 0.31
2 O 1.35 0.23 2.40
3 N -0.92 -0.01 1.61
4 C -1.12 -0.50 0.22
5 C -0.18 0.43 -0.64
6 C 0.98 -0.33 -1.26
7 C 0.37 0.23 1.77
8 H 0.61 -1.06 -2.00
9 H -0.76 0.95 -1.41
10 H -2.18 -0.39 -0.01
11 H -0.76 1.16 1.12
12 H -0.86 -1.56 0.14
13 H 1.54 -0.87 -0.49
14 H 1.66 0.36 -1.76

* orbital gap: 10.8 eV
* E_LUMO: 0.688 eV
* HOMO energy: -10.1 eV
* E_tot: -361.75060 hartree

And the natural (NBO) charges, in e, turn out to be: number 1, O, carries -0.690; number 2, O, carries -0.439; number 3, N, carries -0.666; number 4, C, carries -0.257; number 5, C, carries 0.056; number 6, C, carries -0.632; number 7, C, carries 0.916; number 8, H, carries 0.213; number 9, H, carries 0.181; number 10, H, carries 0.211; number 11, H, carries 0.470; number 12, H, carries 0.203; number 13, H, carries 0.206; number 14, H, carries 0.228